120
Properties=species:S:1:pos:R:3 method="wB97M-V/def2-TZVPD" spin_multiplicity=4 charge=+1 e_homo_ev="-9.387 / -9.801" orbital_gap_ev="6.95 / 5.61"
Re 0.25 -1.01 0.79
S -0.17 0.87 2.15
C 0.69 0.32 3.59
C 0.32 0.85 4.82
C 0.96 0.45 5.98
C 1.99 -0.49 5.93
C 2.38 -1.01 4.71
C 1.73 -0.62 3.55
S 2.32 -1.20 1.96
C 2.30 -3.04 2.04
C 1.48 -3.72 0.96
C 1.62 -5.09 0.81
C 0.78 -5.77 -0.04
C -0.22 -5.07 -0.70
C -0.31 -3.70 -0.52
C -1.44 -2.94 -1.18
S -1.88 -1.36 -0.35
C -2.99 -1.99 0.89
C -4.34 -2.06 0.53
C -5.26 -2.58 1.42
C -4.82 -3.01 2.67
C -3.49 -2.91 3.03
C -2.54 -2.38 2.15
S -0.88 -2.25 2.65
N 0.57 -3.03 0.25
H -0.49 1.57 4.86
H 0.67 0.87 6.93
H 2.50 -0.80 6.84
H 3.20 -1.72 4.66
H 1.89 -3.31 3.02
H 3.34 -3.37 1.98
H 2.36 -5.62 1.40
H 0.87 -6.84 -0.17
H -0.93 -5.57 -1.33
H -2.34 -3.55 -1.20
H -1.17 -2.66 -2.19
H -4.65 -1.71 -0.45
H -6.30 -2.67 1.14
H -5.53 -3.42 3.38
H -3.16 -3.23 4.01
C 4.65 -5.16 -4.86
C 3.77 -4.13 -4.21
C 2.57 -3.72 -4.78
C 1.78 -2.74 -4.20
C 0.51 -2.34 -4.92
C 2.19 -2.12 -3.01
As 0.86 -0.79 -2.37
N 1.38 -0.08 -0.72
C 2.41 0.89 -0.63
C 2.60 1.71 0.49
C 3.68 2.58 0.58
C 4.61 2.68 -0.44
C 4.42 1.91 -1.57
C 3.35 1.04 -1.67
C 0.90 0.82 -3.54
C 1.77 1.12 -4.61
C 2.99 0.32 -5.02
C 1.54 2.26 -5.37
C 0.51 3.14 -5.12
C 0.27 4.36 -5.97
C -0.33 2.85 -4.04
C -0.16 1.71 -3.27
C -1.17 1.48 -2.17
C 3.35 -2.58 -2.37
C 3.83 -2.08 -1.03
C 4.12 -3.56 -2.99
H 4.28 -5.41 -5.86
H 4.68 -6.07 -4.27
H 5.67 -4.79 -4.96
H 2.26 -4.17 -5.72
H 0.37 -2.93 -5.82
H 0.53 -1.28 -5.21
H -0.37 -2.48 -4.29
H 1.87 1.72 1.28
H 3.78 3.20 1.47
H 5.45 3.36 -0.36
H 5.12 1.98 -2.40
H 3.25 0.43 -2.55
H 3.09 -0.62 -4.50
H 3.89 0.91 -4.83
H 2.96 0.12 -6.09
H 2.22 2.47 -6.19
H 1.07 4.49 -6.69
H 0.21 5.26 -5.35
H -0.67 4.27 -6.51
H -1.15 3.53 -3.81
H -1.85 2.33 -2.10
H -0.68 1.36 -1.20
H -1.76 0.59 -2.37
H 2.99 -1.88 -0.37
H 4.39 -1.15 -1.13
H 4.49 -2.81 -0.57
H 5.04 -3.88 -2.50
C -3.48 2.12 1.06
C -3.66 1.57 2.43
N -2.90 0.65 2.98
C -3.40 0.43 4.24
C -4.48 1.22 4.45
N -4.65 1.94 3.29
C -5.55 3.07 3.12
N -4.82 4.30 2.92
N -4.98 4.99 1.76
N -4.13 5.94 1.71
C -3.35 5.89 2.85
C -2.26 6.68 3.25
C -1.64 6.33 4.43
C -2.07 5.24 5.20
C -3.15 4.47 4.84
C -3.78 4.82 3.64
H -2.74 1.52 0.54
H -3.14 3.16 1.08
H -4.42 2.09 0.49
H -2.95 -0.29 4.91
H -5.16 1.31 5.29
H -6.18 3.13 4.00
H -6.18 2.95 2.24
H -1.94 7.51 2.64
H -0.79 6.91 4.77
H -1.54 5.00 6.11
H -3.49 3.64 5.45

***

122
Properties=species:S:1:pos:R:3 method="wB97M-V/def2-TZVPD" charge=+3 e_homo_ev=-15.057 orbital_gap_ev=5.88 de_lowest_kcal_mol=36.7
Ti -0.45 -0.15 -0.51
C 2.74 3.10 2.62
N 1.73 2.80 1.59
C 1.41 1.60 1.09
N 0.47 1.71 0.15
C 0.22 3.07 0.02
C 0.98 3.75 0.93
C 1.06 5.19 1.23
C 1.52 6.08 0.27
C 1.57 7.44 0.56
C 1.17 7.90 1.81
C 0.71 7.00 2.77
C 0.65 5.65 2.48
C -0.64 3.77 -0.96
C -1.89 4.24 -0.59
C -2.63 5.05 -1.45
C -2.09 5.42 -2.68
C -0.83 4.99 -3.04
C -0.11 4.18 -2.18
P 2.20 0.08 1.70
C 0.71 -0.83 2.18
N -0.42 -0.94 1.47
C -1.33 -1.65 2.26
C -0.68 -1.98 3.44
N 0.58 -1.45 3.35
C 1.60 -1.57 4.40
C -1.12 -2.75 4.61
C -1.18 -4.14 4.53
C -1.61 -4.88 5.63
C -1.97 -4.22 6.80
C -1.90 -2.84 6.88
C -1.47 -2.10 5.79
C -2.73 -1.90 1.91
C -3.21 -1.53 0.66
C -4.51 -1.74 0.25
C -5.40 -2.34 1.14
C -4.96 -2.69 2.41
C -3.65 -2.47 2.80
C 2.47 -0.74 0.11
N 1.50 -1.03 -0.76
C 2.12 -1.70 -1.81
C 3.46 -1.79 -1.53
N 3.66 -1.18 -0.31
C 4.94 -1.10 0.39
C 4.55 -2.40 -2.31
C 4.50 -3.75 -2.64
C 5.51 -4.31 -3.40
C 6.57 -3.53 -3.83
C 6.62 -2.18 -3.51
C 5.61 -1.61 -2.76
C 1.53 -2.25 -3.05
C 0.86 -3.47 -3.04
C 0.47 -4.05 -4.24
C 0.74 -3.42 -5.45
C 1.41 -2.21 -5.46
C 1.82 -1.63 -4.26
H 3.62 2.49 2.44
H 3.00 4.15 2.53
H 2.33 2.90 3.61
H 1.84 5.73 -0.70
H 1.94 8.14 -0.18
H 1.21 8.95 2.03
H 0.39 7.36 3.74
H 0.28 4.96 3.22
H -2.28 4.04 0.40
H -3.59 5.43 -1.15
H -2.65 6.07 -3.34
H -0.39 5.31 -3.98
H 0.91 3.90 -2.45
H 1.23 -2.29 5.13
H 2.53 -1.94 3.96
H 1.76 -0.61 4.87
H -0.90 -4.64 3.62
H -1.66 -5.95 5.57
H -2.31 -4.80 7.65
H -2.18 -2.34 7.80
H -1.42 -1.02 5.86
H -2.54 -1.05 -0.06
H -4.83 -1.46 -0.74
H -6.42 -2.53 0.84
H -5.65 -3.14 3.11
H -3.35 -2.75 3.79
H 5.57 -1.91 0.02
H 5.41 -0.14 0.19
H 4.77 -1.23 1.45
H 3.67 -4.36 -2.30
H 5.48 -5.36 -3.65
H 7.36 -3.97 -4.42
H 7.45 -1.57 -3.86
H 5.65 -0.55 -2.52
H 0.67 -3.96 -2.10
H -0.03 -5.01 -4.23
H 0.44 -3.88 -6.38
H 1.64 -1.73 -6.40
H 2.43 -0.73 -4.28
O 0.90 0.99 -2.50
H 1.00 0.45 -3.30
H 1.25 1.86 -2.71
O -1.96 1.32 1.72
H -2.31 2.21 1.58
H -2.41 0.97 2.49
C -1.88 -4.22 -0.79
O -0.90 -3.41 -0.13
H -1.45 -4.80 -1.60
H -2.38 -4.89 -0.08
H -2.63 -3.54 -1.19
H -0.27 -3.99 0.30
S -2.28 -1.89 -4.25
C -1.53 -1.46 -2.99
N -0.95 -1.10 -1.99
C -5.49 2.25 -1.55
N -4.09 1.88 -1.74
C -3.32 2.12 -2.84
C -2.09 1.64 -2.56
N -2.08 1.12 -1.28
C -3.32 1.29 -0.83
H -5.88 2.60 -2.50
H -5.57 3.04 -0.81
H -6.06 1.38 -1.23
H -3.71 2.61 -3.72
H -1.20 1.63 -3.18
H -3.69 0.97 0.13

***

128
Properties=species:S:1:pos:R:3 method="wB97M-V/def2-TZVPD" spin_multiplicity=3 charge=-1 e_homo_ev="-2.171 / -4.809" orbital_gap_ev="4.46 / 7.09"
Ti 1.24 -0.07 1.24
C -3.00 3.90 2.33
C -1.92 3.00 1.73
C -1.33 3.66 0.48
C -0.83 2.70 2.71
C -0.71 3.23 4.00
C 0.46 2.69 4.49
N 0.98 1.89 3.55
N 0.20 1.88 2.46
B 2.41 1.32 3.62
N 2.43 -0.22 3.58
C 2.57 -0.99 4.68
C 2.89 -2.26 4.27
C 2.95 -2.20 2.87
N 2.63 -0.96 2.47
C 3.44 -3.34 2.01
C 4.71 -3.95 2.62
C 3.74 -2.95 0.57
N 3.12 1.93 2.41
C 4.22 2.69 2.41
C 4.29 3.35 1.20
C 3.15 2.92 0.50
N 2.46 2.07 1.25
C 2.70 3.36 -0.85
C 1.99 4.72 -0.75
C 3.88 3.47 -1.81
H -3.78 4.08 1.59
H -3.45 3.44 3.20
H -2.59 4.87 2.61
H -2.39 2.05 1.44
H -0.96 4.65 0.75
H -0.51 3.07 0.10
H -2.10 3.77 -0.29
H -1.37 3.91 4.49
H 0.94 2.82 5.44
H 2.92 1.68 4.63
H 2.43 -0.58 5.66
H 3.08 -3.11 4.90
H 2.66 -4.11 2.00
H 5.47 -3.18 2.73
H 4.52 -4.40 3.59
H 5.10 -4.72 1.96
H 4.63 -2.32 0.53
H 3.92 -3.85 -0.02
H 2.92 -2.40 0.12
H 4.89 2.73 3.25
H 5.04 4.03 0.88
H 2.00 2.62 -1.24
H 2.64 5.45 -0.28
H 1.72 5.08 -1.75
H 1.08 4.63 -0.16
H 4.54 4.29 -1.54
H 4.47 2.55 -1.79
H 3.53 3.63 -2.83
O 0.45 -1.31 0.14
C 0.42 -2.61 0.34
C 0.63 -3.49 -0.72
C 0.60 -4.86 -0.53
C 0.36 -5.38 0.74
C 0.11 -4.54 1.80
C 0.11 -3.14 1.63
C -0.30 -2.25 2.66
N -0.25 -0.90 2.63
C -0.93 -0.48 3.74
C -1.38 -1.54 4.46
N -0.95 -2.66 3.80
H 0.81 -3.05 -1.69
H 0.77 -5.52 -1.36
H 0.38 -6.45 0.90
H -0.08 -4.95 2.78
H -1.12 0.55 3.95
H -1.94 -1.59 5.37
H -1.25 -3.60 4.00
C -0.40 0.81 -1.70
C -1.58 0.42 -0.81
P -1.90 -1.39 -1.10
C -3.51 -1.41 -2.02
C -3.76 -2.62 -2.66
C -4.96 -2.88 -3.27
C -5.97 -1.93 -3.25
C -5.73 -0.71 -2.64
C -4.52 -0.45 -2.03
C -2.79 -1.85 0.45
C -3.52 -0.96 1.24
C -4.24 -1.41 2.33
C -4.25 -2.76 2.65
C -3.53 -3.66 1.87
C -2.82 -3.21 0.77
P -0.42 -0.24 -3.24
C 1.07 0.53 -4.02
C 1.07 1.20 -5.24
C 2.25 1.72 -5.74
C 3.44 1.55 -5.05
C 3.46 0.83 -3.87
C 2.28 0.31 -3.37
C -1.77 0.60 -4.17
C -2.72 -0.18 -4.83
C -3.78 0.41 -5.49
C -3.90 1.80 -5.51
C -2.96 2.58 -4.86
C -1.90 1.99 -4.20
H 0.53 0.57 -1.17
H -0.41 1.87 -1.96
H -2.46 1.02 -1.05
H -1.30 0.53 0.25
H -2.97 -3.36 -2.66
H -5.13 -3.84 -3.76
H -6.92 -2.13 -3.73
H -6.51 0.05 -2.64
H -4.38 0.52 -1.56
H -3.53 0.09 1.00
H -4.80 -0.72 2.94
H -4.80 -3.11 3.51
H -3.53 -4.71 2.11
H -2.28 -3.91 0.16
H 0.15 1.32 -5.79
H 2.25 2.25 -6.69
H 4.35 1.99 -5.43
H 4.39 0.66 -3.35
H 2.29 -0.26 -2.45
H -2.63 -1.25 -4.81
H -4.52 -0.20 -5.98
H -4.72 2.26 -6.04
H -3.05 3.66 -4.86
H -1.15 2.61 -3.72
S 5.45 0.22 -0.71
C 3.90 0.08 -0.36
N 2.75 -0.03 -0.16

***

122
Properties=species:S:1:pos:R:3 method="wB97M-V/def2-TZVPD" e_homo_ev=-8.921 smiles=COCCCc1cc2nc(F)c(S)nc2c(OC[C@@H](C)C(C)C)c1O.c1ccccc1.c1ccccc1.c1ccccc1.c1ccccc1.c1ccccc1.c1ccccc1 orbital_gap_ev=8.33
C 4.84 -0.62 1.03
O 4.78 -0.84 -0.36
C 4.05 0.16 -1.04
C 2.53 0.06 -0.80
C 1.95 1.11 0.18
C 0.97 2.06 -0.45
C 1.18 2.60 -1.70
C 0.28 3.50 -2.29
N 0.56 4.01 -3.53
C -0.32 4.83 -3.97
F -0.10 5.37 -5.16
C -1.51 5.21 -3.29
S -2.61 6.40 -4.02
N -1.77 4.75 -2.11
C -0.87 3.87 -1.58
C -1.12 3.33 -0.29
O -2.21 3.67 0.43
C -3.46 3.20 -0.10
C -3.54 1.67 -0.18
C -4.07 1.11 1.14
C -4.40 1.27 -1.43
C -3.55 0.40 -2.37
C -5.71 0.57 -1.08
C -0.20 2.44 0.26
O -0.46 1.89 1.49
H 4.05 -1.16 1.56
H 5.81 -0.94 1.40
H 4.73 0.43 1.28
H 4.40 1.15 -0.73
H 4.28 0.07 -2.10
H 2.34 -0.94 -0.42
H 2.03 0.11 -1.76
H 1.45 0.58 0.98
H 2.77 1.67 0.61
H 2.07 2.33 -2.25
H -3.18 5.66 -4.98
H -4.21 3.54 0.61
H -3.67 3.69 -1.04
H -2.57 1.22 -0.32
H -3.37 1.43 1.91
H -4.05 0.03 1.12
H -5.05 1.50 1.38
H -4.66 2.15 -2.02
H -3.95 0.44 -3.38
H -2.55 0.81 -2.43
H -3.51 -0.62 -2.01
H -6.32 0.53 -1.98
H -5.51 -0.42 -0.69
H -6.26 1.18 -0.38
H 0.09 2.31 2.15
C 3.12 -6.36 0.70
C 4.35 -5.77 0.94
C 4.60 -4.47 0.52
C 3.61 -3.76 -0.14
C 2.38 -4.34 -0.38
C 2.13 -5.64 0.04
H 2.92 -7.37 1.03
H 5.13 -6.33 1.45
H 5.56 -4.02 0.71
H 3.81 -2.74 -0.46
H 1.61 -3.79 -0.90
H 1.16 -6.10 -0.15
C 5.54 -7.85 5.33
C 5.15 -7.84 4.00
C 5.75 -8.69 3.09
C 6.74 -9.57 3.50
C 7.14 -9.58 4.83
C 6.54 -8.72 5.74
H 5.07 -7.19 6.04
H 4.37 -7.15 3.67
H 5.43 -8.68 2.05
H 7.21 -10.24 2.79
H 7.92 -10.25 5.15
H 6.86 -8.73 6.78
C -2.76 10.10 -7.02
C -1.85 9.19 -6.50
C -0.53 9.23 -6.90
C -0.11 10.18 -7.82
C -1.01 11.08 -8.35
C -2.34 11.05 -7.95
H -3.80 10.08 -6.70
H -2.17 8.45 -5.78
H 0.18 8.52 -6.49
H 0.93 10.21 -8.14
H -0.69 11.82 -9.07
H -3.05 11.76 -8.36
C -6.64 -1.86 2.79
C -6.67 -2.12 1.43
C -7.87 -2.03 0.74
C -9.03 -1.68 1.40
C -9.00 -1.42 2.76
C -7.81 -1.51 3.46
H -5.70 -1.92 3.33
H -5.76 -2.40 0.92
H -7.89 -2.23 -0.33
H -9.96 -1.60 0.85
H -9.91 -1.15 3.28
H -7.78 -1.30 4.52
C -5.97 1.25 7.05
C -6.15 2.63 7.00
C -5.94 3.32 5.82
C -5.54 2.63 4.68
C -5.35 1.26 4.73
C -5.56 0.57 5.91
H -6.14 0.72 7.98
H -6.46 3.16 7.89
H -6.08 4.39 5.78
H -5.37 3.17 3.75
H -5.04 0.72 3.84
H -5.42 -0.50 5.95
C 7.54 -3.38 -1.48
C 7.98 -4.03 -2.62
C 9.25 -4.60 -2.65
C 10.07 -4.51 -1.53
C 9.63 -3.85 -0.39
C 8.36 -3.29 -0.37
H 6.55 -2.94 -1.46
H 7.34 -4.10 -3.49
H 9.60 -5.11 -3.53
H 11.06 -4.95 -1.55
H 10.27 -3.78 0.48
H 8.01 -2.78 0.52

***

no.,electronic energy (eV)
1,-173594.6183
2,-119633.2781
3,-125625.3124
4,-79661.6185